Entry 1:
Below is one molecule with the formula C4H6N2O, with properties calculated with the ωB97M-V functional and the def2-TZVPD basis.

LUMO energy in eV: 0.71
HOMO level in eV: -9.44
SMILES: O=C[C@H]1C=NNC1
Gap between HOMO and LUMO in hartree: 0.37305
Calculated total energy in Eh: -340.689726
Charge: 0

Each line ends with the Löwdin charge.
Element x y z (Å)
O: -2.195 -0.808 -1.714  0.086
C: -1.120 -0.684 -1.197  -0.260
C: -0.745 0.052 0.068  -0.253
C: -0.100 -0.772 1.112  -0.140
N: 1.158 -0.593 1.343  0.037
N: 1.697 0.328 0.400  -0.048
C: 0.510 0.868 -0.311  -0.155
H: -0.108 -1.141 -1.551  0.154
H: -1.647 0.534 0.427  0.145
H: -0.547 -1.418 1.877  0.118
H: 2.057 1.103 0.917  0.092
H: 0.315 1.847 0.024  0.103
H: 0.725 0.685 -1.396  0.120

Entry 2:
Below is one molecule with the formula C4H6N2O, with properties calculated with the ωB97M-V functional and the def2-TZVPD basis.

LUMO energy in eV: 0.86
HOMO level in eV: -7.63
SMILES: Nc1c[nH]c(O)c1
Gap between HOMO and LUMO in hartree: 0.31221
Calculated total energy in Eh: -340.753140
Charge: 0

Each line ends with the Löwdin charge.
Element x y z (Å)
N: -2.182 0.593 -0.269  0.051
C: -0.870 0.109 -0.118  -0.360
C: -0.465 -1.199 -0.178  -0.072
N: 0.907 -1.230 0.011  0.080
C: 1.356 0.043 0.198  -0.396
O: 2.683 0.233 0.414  0.068
C: 0.300 0.911 0.117  0.005
H: -2.574 0.737 -1.185  0.071
H: -2.755 0.769 0.539  0.070
H: -1.033 -2.095 -0.396  0.110
H: 1.478 -2.051 0.140  0.156
H: 2.811 1.182 0.533  0.112
H: 0.335 1.990 0.179  0.103

Entry 3:
Below is one molecule with the formula C4H6N2O, with properties calculated with the ωB97M-V functional and the def2-TZVPD basis.

LUMO energy in eV: 0.97
HOMO level in eV: -8.46
SMILES: N/N=C1\CC=CO1
Gap between HOMO and LUMO in hartree: 0.34643
Calculated total energy in Eh: -340.629649
Charge: 0

Each line ends with the Löwdin charge.
Element x y z (Å)
N: -1.978 0.959 0.509  -0.044
N: -1.202 1.372 -0.504  0.014
C: -0.223 0.675 -0.511  -0.385
C: -0.088 -0.559 0.427  -0.092
C: 1.289 -1.210 -0.069  -0.035
C: 1.626 -0.439 -1.139  -0.135
O: 1.002 0.818 -1.143  -0.006
H: -1.408 0.812 1.374  0.085
H: -2.772 1.698 0.525  0.134
H: 0.121 -0.208 1.481  0.130
H: -0.790 -1.252 0.315  0.059
H: 1.702 -2.262 0.230  0.132
H: 2.721 -0.404 -1.495  0.144